# 1
Here is 3 unconnected molecules or ions with the total composition C2H10NO3 from OMol25. Energies are from wB97M-V/def2-TZVPD.

The geometry in XYZ format:
```
16
Properties=species:S:1:pos:R:3:forces:R:3
O 0.006112 -0.535433 0.385758 -0.7 -0.1 0.0
O 1.294150 -2.719531 -0.251742 -0.1 0.0 0.1
O -2.079191 -0.721675 1.929596 -0.2 0.1 0.0
N -0.530676 1.377980 -1.775180 -0.1 -0.2 -0.1
C 0.631172 1.415832 -0.884346 0.1 0.8 0.2
C 0.377217 0.773879 0.479862 0.6 -0.4 -0.3
H 1.334343 0.877212 1.016084 0.2 0.2 0.3
H -2.261502 -1.663893 1.911206 0.0 0.0 0.0
H -1.297229 -0.629920 1.285250 0.2 -0.2 0.0
H 0.931701 2.471609 -0.746568 -0.1 -0.1 0.1
H -1.326196 1.176888 -1.174320 -0.1 0.1 -0.1
H 1.485576 0.940123 -1.361960 0.0 -0.3 -0.1
H 0.751426 -1.874667 -0.198740 0.2 0.1 0.0
H -0.457854 0.537931 -2.336874 0.0 0.0 0.0
H 1.502228 -2.812876 0.683094 0.1 -0.1 -0.1
H -0.361281 1.386536 1.038878 0.0 0.1 -0.1
```
Forces are in eV/Å.

* charge: -1
* energy above the lowest of the compared OMol25 structures with the same formula, charge and spin: 1.0 kcal per mole
* calculated total energy: -9869.727 eV
* Kohn-Sham gap: 8.35 eV

# 2
Here is a molecular structure, C3H3FO2Pd in a non-equilibrium geometry from OMol25. Energies are from wB97M-V/def2-TZVPD.

The geometry in XYZ format:
```
10
Properties=species:S:1:pos:R:3:forces:R:3
Pd -0.650213 -1.711473 2.749269 -3.6 -5.6 8.1
F -0.978623 0.623106 -2.294021 0.0 0.1 0.7
O 0.857969 -1.227525 0.707761 2.4 0.1 -2.5
O -0.505036 0.336722 1.109039 0.1 3.2 -1.5
C 1.110904 -0.250193 -0.225034 1.2 -3.8 -0.7
C -0.095758 -0.832361 1.503844 2.5 3.8 -5.7
C 0.278686 0.759389 0.056629 -3.0 1.9 1.7
H 0.099483 1.736289 -0.360082 0.1 0.2 -0.1
H -1.765476 1.088945 -2.101968 0.0 -0.1 -0.5
H 1.648061 -0.522903 -1.145440 0.3 0.3 0.6
```
Forces are in eV/Å.

* charge: +2
* energy above the lowest of the compared OMol25 structures with the same formula, charge and spin: 0.0 kcal per mole
* calculated total energy: -13426.045 eV
* Kohn-Sham gap (spin up / spin down): 10.19 / 7.27 eV
* spin multiplicity: 3

# 3
Here is a molecular structure, C26H44F5IInO12P2 in a non-equilibrium geometry from OMol25. Energies are from wB97M-V/def2-TZVPD.

The geometry in XYZ format:
```
91
Properties=species:S:1:pos:R:3:forces:R:3
I -5.246435 0.728806 4.081877 0.3 0.0 -0.1
In -2.842156 4.101856 2.710794 0.8 -0.6 -0.2
P -0.205263 -2.190709 0.425854 8.6 -0.7 0.2
P 5.515838 -4.553329 -3.842353 3.1 0.3 -8.4
F -4.129280 4.461855 -0.090836 -0.6 -0.2 1.3
F -9.584347 2.789538 2.668204 -0.4 1.1 1.1
F -4.869210 2.655303 1.036744 0.4 1.2 0.1
F -10.380778 4.721233 3.582635 0.7 -1.6 0.0
F -8.895437 3.448991 4.665124 -0.8 0.4 -1.3
O 0.727483 4.129612 2.059492 0.1 -0.6 0.7
O 7.073489 -4.358470 -3.228932 -2.6 -0.1 2.7
O -1.941514 5.957870 2.947583 -1.0 0.1 -0.3
O 5.752824 -3.209948 -4.776498 -0.3 0.3 0.7
O 0.533250 2.638154 3.774001 -0.8 0.1 -0.2
O -0.299049 -1.092298 1.464127 -4.1 -0.7 -1.2
O 4.058797 -4.748876 -4.220808 -0.2 0.0 4.4
O 6.091358 -5.718686 -4.870753 0.1 -0.3 1.1
O -0.363293 -3.313055 -0.820975 -3.2 1.3 1.3
O 1.095318 -1.539914 -0.365584 -0.8 -0.1 -0.5
O -5.609539 3.273132 5.502227 0.0 -1.1 -0.8
O 0.556179 -3.319221 1.363382 -0.8 -0.1 0.0
C -6.931426 3.998923 2.317855 -0.3 2.0 -0.3
C 4.655058 -6.983942 -6.333706 0.0 0.0 -0.2
C -3.631709 7.625967 3.659818 0.0 0.5 -0.3
C 0.100871 3.227463 2.564436 -1.3 0.4 -1.5
C -4.752638 2.685761 4.896665 0.9 2.9 1.5
C -4.526186 4.035130 1.207442 -1.2 -0.3 -0.1
C -2.746985 7.041548 2.486922 0.9 0.0 0.5
C -7.319067 6.848843 1.768751 0.2 -2.4 0.7
C -5.848750 4.732032 1.640877 -2.2 1.0 0.0
C -0.182691 -3.937888 2.409352 -0.1 -0.2 0.2
C 2.208523 0.462467 0.389714 0.2 0.0 0.0
C 5.822879 -1.398658 -3.152730 0.0 0.0 0.1
C -6.094018 6.156516 1.365163 -1.3 -0.4 0.8
C 1.175043 -0.123513 -0.551028 0.3 0.3 0.3
C 5.140534 -1.988197 -4.373322 -0.1 0.3 0.0
C -8.156749 4.701750 2.710114 0.7 0.8 -0.3
C -9.286559 3.897523 3.431861 1.7 0.7 -0.7
C 8.581014 -3.600573 -5.038481 -0.4 0.0 -0.3
C -1.214947 2.714821 1.903166 1.6 0.0 1.2
C -3.363351 3.344969 4.768737 -0.4 -1.5 0.3
C 5.385943 -6.952667 -5.005619 -0.2 -0.1 -0.4
C 0.705520 -3.779836 -1.641667 0.4 -0.3 -0.9
C -1.207088 -4.916768 1.864541 -0.1 0.0 -0.1
C 1.683871 -4.695081 -0.936083 0.2 0.2 0.4
C 8.279431 -4.609604 -3.949878 1.0 -0.4 -0.1
C -8.380767 6.118557 2.469422 2.5 -0.6 -1.1
H 9.077835 -4.548534 -3.204954 -0.3 0.1 0.2
H -3.336874 4.222427 5.469874 -0.2 -1.0 -0.6
H 4.697458 -7.106140 -4.172744 0.0 0.1 -0.1
H 6.121605 -7.760730 -4.969079 0.1 0.1 0.0
H -9.285461 6.684104 2.774508 0.7 -0.8 -0.2
H 2.198121 1.553911 0.348760 0.0 0.0 0.0
H 0.226945 -4.352662 -2.441054 -0.3 0.1 0.2
H -1.121392 2.881083 0.802865 -0.1 -0.2 0.9
H 5.704065 -2.052630 -2.283527 0.0 0.1 0.0
H 0.333356 3.220751 4.527674 0.2 0.0 -0.6
H 1.472734 0.058218 -1.587613 0.0 -0.2 0.0
H 0.201145 0.347579 -0.408271 0.1 0.0 0.1
H -1.968458 -4.398511 1.274389 0.0 0.0 0.1
H 2.339315 -5.180653 -1.663403 -0.2 0.1 -0.2
H 5.371749 -7.009766 -7.158895 0.0 -0.1 0.1
H 2.318147 -4.139631 -0.243994 -0.1 0.0 0.0
H -3.325523 6.718871 1.579206 0.1 0.5 0.7
H 3.209727 0.115194 0.117211 -0.1 0.0 -0.1
H 4.013380 -7.865021 -6.406109 0.0 0.0 0.0
H -1.381737 1.649602 2.197159 -0.1 0.9 -0.4
H 8.312047 -5.629516 -4.331734 -0.3 0.1 0.0
H 4.045027 -6.091864 -6.478907 -0.1 -0.1 0.2
H -3.276583 8.667470 3.893107 -0.4 -0.9 -0.1
H 2.041863 0.148755 1.420766 -0.2 0.1 -0.1
H -4.724046 7.694406 3.419365 0.9 -0.1 0.1
H 9.606683 -3.726077 -5.393374 0.0 -0.1 0.2
H 6.894482 -1.284907 -3.324193 -0.1 0.0 0.0
H 7.919482 -3.730299 -5.895364 0.0 0.0 0.1
H -3.505273 7.018475 4.589980 -0.1 0.3 -0.9
H 0.535242 -4.469502 3.036702 0.1 0.1 -0.1
H 5.226720 -1.295685 -5.212406 0.0 -0.2 -0.1
H -2.589317 2.568223 5.041159 -0.6 0.9 -0.5
H -1.704577 -5.447069 2.679127 0.0 0.1 0.0
H 4.074762 -2.146375 -4.183563 0.0 0.0 0.0
H -7.459478 7.934553 1.573470 0.3 -1.0 0.1
H 1.217628 -2.956408 -2.137995 0.0 0.1 0.3
H -6.871335 2.910660 2.550282 0.2 1.1 -0.3
H -2.029671 7.850829 2.149280 -0.8 -0.7 0.2
H -0.733857 -5.647522 1.206481 0.0 0.0 0.1
H 8.461248 -2.579372 -4.673056 0.1 -0.1 0.0
H -5.339842 6.773336 0.827195 -0.6 -0.8 0.5
H -0.664536 -3.176952 3.030529 0.0 0.0 0.0
H 1.163022 -5.467779 -0.367427 0.0 0.0 -0.1
H 5.400181 -0.422226 -2.909054 0.0 -0.1 0.0
```
Forces are in eV/Å.

* charge: -1
* calculated total energy: -97684.018 eV
* Kohn-Sham gap: 5.24 eV

# 4
Here is a molecular structure, C23H15F9IN2O2V in a non-equilibrium geometry from OMol25. Energies are from wB97M-V/def2-TZVPD.

The geometry in XYZ format:
```
53
Properties=species:S:1:pos:R:3:forces:R:3
I -3.804862 -8.114635 -0.061592 0.4 0.7 0.0
V 0.086867 -0.546681 -0.193268 -0.9 1.8 -1.0
F -2.269058 4.090891 -1.386362 0.0 -0.1 -0.1
F -4.096607 0.136785 -3.220620 0.1 0.1 0.0
F -4.087946 2.856068 -3.002281 0.3 -0.2 0.3
F 3.068549 0.804146 3.117843 -0.2 0.1 0.1
F -0.372325 2.547288 -0.076045 -0.5 0.4 -0.4
F 2.208297 1.890063 5.365994 0.0 0.0 0.0
F -2.126195 -1.323606 -1.951866 -0.4 0.6 -0.3
F -1.400460 0.642570 1.530310 0.5 0.0 0.1
F -2.228297 1.771580 3.823908 -0.1 0.0 0.0
O -0.885254 -1.759596 0.755438 -0.5 1.2 1.5
O 0.233304 -2.295567 -0.974136 1.1 0.9 -0.8
N 1.626627 -0.015767 -1.501589 0.3 -0.3 -0.2
N 1.185381 0.149057 0.993536 0.1 0.0 0.2
C 1.315724 1.615578 4.436668 -0.2 -0.2 -0.4
C 1.762184 1.046218 3.241690 0.0 0.0 -0.1
C 1.923155 1.423314 -1.621112 0.0 0.8 0.0
C -2.734203 -6.293822 -0.078033 -0.3 -0.6 0.0
C -0.937659 1.545315 3.666323 0.4 0.0 -0.2
C -2.237701 2.783839 -1.551626 0.4 -0.2 0.2
C 2.689510 -0.668697 -0.720096 0.5 -0.6 0.4
C -0.649604 -2.635521 -0.129514 -1.6 -4.5 -0.4
C -3.181170 2.145054 -2.375742 0.1 -0.2 0.1
C 2.562101 -0.195956 0.737314 1.6 -0.4 -0.4
C -1.198122 0.630432 -1.082391 0.0 0.0 0.0
C -2.283881 -4.151909 0.888401 0.0 0.1 0.0
C -2.970789 -5.343842 0.916709 0.0 0.0 0.0
C -0.027250 1.878226 4.660753 0.1 -0.2 -0.4
C -2.170165 0.024374 -1.866458 -0.3 -0.4 -0.3
C 1.575403 -0.568215 -2.860229 -0.2 -0.5 -0.7
C 0.861729 0.723191 2.196416 -0.9 0.9 2.0
C -0.495872 0.984868 2.478004 0.2 0.1 0.3
C -3.171198 0.746992 -2.507113 0.2 -0.1 0.1
C -1.355207 -3.900875 -0.134310 0.3 0.6 0.0
C -1.118031 -4.860094 -1.127384 0.0 0.1 0.0
C -1.278713 2.006365 -0.916405 0.2 0.4 0.3
C -1.803805 -6.054106 -1.091963 0.1 0.0 0.0
H 2.530186 -0.412489 -3.372579 -0.1 0.1 0.1
H -3.683603 -5.538529 1.701685 -0.1 0.0 0.0
H -0.407362 -4.654051 -1.914823 0.0 -0.1 -0.1
H 2.904064 -0.986059 1.423891 -0.1 0.3 -0.2
H 3.684963 -0.431383 -1.118066 -0.2 0.0 0.0
H -2.461069 -3.401207 1.644930 0.0 0.0 0.1
H 0.791407 -0.065805 -3.430468 0.1 0.0 0.1
H 1.368022 -1.637900 -2.829762 0.0 0.2 0.0
H -1.616504 -6.802069 -1.845001 0.0 -0.1 -0.1
H 1.983849 1.908576 -0.646767 0.0 -0.1 -0.1
H 1.146328 1.916709 -2.204206 0.0 -0.1 0.1
H 2.874294 1.567938 -2.145746 -0.1 -0.2 0.1
H 3.205054 0.676328 0.909142 -0.3 -0.1 0.0
H 2.550586 -1.754514 -0.787648 0.1 0.2 -0.1
H -0.352677 2.330600 5.586481 0.0 0.0 0.1
```
Forces are in eV/Å.

* charge: +2
* energy above the lowest of the compared OMol25 structures with the same formula, charge and spin: 7.2 kcal per mole
* calculated total energy: -89396.613 eV
* Kohn-Sham gap (spin up / spin down): 4.64 / 4.64 eV